Formula: C4HNO2
Source: OMol25
Level of theory: ωB97M-V with the def2-TZVPD basis set

Results
Calculated total energy = -9744.8611 eV
Orbital gap (alpha / beta) = 0.2947 / 0.2947 Eh
Relative energy (zero: lowest compared OMol25 entry of this formula, charge and spin) = 42.3 kcal per mole
Molecular weight = 95.06 g mol⁻¹
Strongest force on any atom = 3.49 eV/Å

Last columns: bonded neighbours and bond lengths (Å).
Positions of all 8 atoms, in Å:
1 C -0.038 1.433 0.198  C3 1.322, N5 1.152
2 C 1.299 -0.834 -0.378  O7 1.164, H8 1.093
3 C -0.579 0.262 0.489  C1 1.322, C4 1.300
4 C -1.703 -0.366 0.314  C3 1.300, O6 1.165
5 N 0.510 2.402 -0.098  C1 1.152
6 O -2.605 -1.098 0.404  C4 1.165
7 O 1.518 -1.967 -0.224  C2 1.164
8 H 1.599 0.166 -0.704  C2 1.093